1.
Computed, not measured: a molecular structure, C23H54AlN7O8, with ωB97M-V with the def2-TZVPD basis set.

Positions of all 93 atoms, in Å:
Al: 38.720 -7.439 9.214
C: 31.173 -6.991 9.800
C: 31.532 -8.314 10.517
O: 32.923 -8.475 10.740
H: 31.531 -6.961 8.771
H: 31.503 -6.088 10.313
H: 30.091 -6.880 9.732
H: 31.148 -9.024 9.785
H: 30.910 -8.406 11.408
C: 33.243 -9.531 2.837
O: 34.179 -8.997 3.439
N: 32.971 -9.467 1.552
C: 31.765 -10.102 1.119
C: 33.845 -8.869 0.596
H: 32.504 -10.146 3.372
H: 31.031 -10.165 1.922
H: 31.991 -11.090 0.718
H: 31.310 -9.418 0.403
H: 34.647 -8.343 1.114
H: 34.375 -9.517 -0.101
H: 33.323 -8.184 -0.073
C: 26.032 -3.487 12.585
O: 26.096 -2.541 11.799
N: 27.038 -3.789 13.488
C: 27.157 -4.981 14.335
C: 28.065 -2.792 13.611
H: 25.329 -4.335 12.555
H: 26.740 -4.795 15.324
H: 28.205 -5.188 14.550
H: 26.605 -5.832 13.938
H: 28.176 -2.383 14.616
H: 29.038 -3.275 13.526
H: 28.062 -1.947 12.922
C: 34.007 -14.137 16.461
O: 35.042 -14.229 17.158
N: 33.242 -15.120 16.075
C: 33.617 -16.524 16.281
C: 31.951 -14.896 15.404
H: 33.728 -13.095 16.243
H: 33.640 -17.032 15.316
H: 33.008 -17.124 16.957
H: 34.615 -16.718 16.674
H: 31.955 -15.554 14.535
H: 31.139 -15.329 15.990
H: 31.777 -13.838 15.209
C: 24.223 -8.980 8.116
O: 23.226 -8.229 8.089
N: 25.007 -9.206 7.086
C: 26.093 -10.224 7.062
C: 24.663 -8.748 5.744
H: 24.666 -9.390 9.038
H: 26.991 -9.747 6.669
H: 25.784 -11.025 6.390
H: 26.441 -10.685 7.986
H: 24.445 -9.630 5.143
H: 23.807 -8.074 5.701
H: 25.523 -8.207 5.351
C: 33.404 -1.691 6.880
O: 34.328 -2.533 6.837
N: 32.595 -1.400 5.912
C: 31.542 -0.379 5.989
C: 32.714 -2.134 4.604
H: 33.119 -1.182 7.814
H: 30.597 -0.922 6.025
H: 31.571 0.367 5.196
H: 31.590 0.158 6.936
H: 33.514 -2.875 4.622
H: 31.804 -2.662 4.321
H: 32.906 -1.519 3.725
C: 35.286 -3.574 15.713
O: 36.032 -3.738 14.694
N: 35.542 -2.997 16.932
C: 34.564 -2.946 17.993
C: 36.916 -2.573 17.237
H: 34.232 -3.894 15.700
H: 34.826 -3.536 18.871
H: 33.645 -3.470 17.730
H: 34.585 -1.891 18.266
H: 37.521 -2.491 16.334
H: 36.988 -1.598 17.721
H: 37.472 -3.361 17.745
C: 35.232 -14.792 8.070
O: 35.807 -13.977 7.380
N: 34.486 -15.828 7.465
C: 34.043 -16.936 8.250
C: 34.125 -15.735 6.033
H: 35.225 -14.777 9.171
H: 32.969 -16.785 8.355
H: 34.397 -17.064 9.273
H: 34.093 -17.903 7.748
H: 33.111 -15.483 5.722
H: 34.845 -15.064 5.565
H: 34.461 -16.662 5.569

Results
Orbital gap   0.054 Ha
Lowest unoccupied orbital energy   -10.8 eV
Energy relative to the best compared isomer or geometry (same formula, charge and spin)   1.9957 eV
Energy   -58108.677 eV
Total charge   +2
HOMO level   -12.3 eV

2.
Computed, not measured: a molecular structure, C23H54B2I2N10O4P2, with ωB97M-V with the def2-TZVPD basis set.

Positions of all 97 atoms, in Å:
C: -7.442 -4.507 -3.693
C: -6.024 -4.373 -4.290
N: -5.100 -4.921 -3.293
C: -3.675 -4.767 -3.596
C: -3.452 -4.260 -4.974
N: -3.395 -3.915 -6.076
B: -2.973 -3.670 -2.624
O: -3.374 -3.597 -1.301
C: -1.833 -2.683 -3.121
C: -1.438 -1.633 -2.044
C: -2.793 -6.108 -3.464
C: -1.580 -5.835 -4.282
N: -0.663 -5.612 -4.957
B: -3.403 -7.452 -4.149
N: -4.782 -7.692 -4.545
O: -2.477 -8.447 -4.404
C: -2.247 -6.361 -2.016
I: -0.138 -6.137 -1.680
C: -3.010 -6.710 -0.981
C: -4.504 -6.867 -1.067
I: -2.212 -7.051 0.964
H: -8.189 -4.214 -4.425
H: -7.607 -5.491 -3.264
H: -7.508 -3.774 -2.883
H: -6.037 -4.932 -5.222
H: -5.892 -3.303 -4.460
H: -5.312 -4.411 -2.444
H: -2.616 -3.845 -0.759
H: -2.144 -2.118 -3.998
H: -0.950 -3.304 -3.300
H: -2.134 -0.801 -2.091
H: -0.453 -1.255 -2.314
H: -1.328 -2.060 -1.051
H: -5.192 -6.915 -5.043
H: -5.374 -7.988 -3.784
H: -2.292 -8.435 -5.348
H: -4.982 -5.898 -1.092
H: -4.838 -7.529 -1.855
H: -4.834 -7.318 -0.132
O: 1.710 -0.265 -1.198
P: 2.884 0.228 -0.372
N: 4.180 -0.259 -1.413
C: 4.364 -1.658 -1.766
C: 4.227 0.563 -2.615
N: 2.632 -0.768 1.011
C: 3.473 -1.876 1.395
C: 1.239 -1.071 1.319
N: 3.995 1.245 0.602
C: 3.531 2.639 0.705
C: 5.442 1.225 0.486
H: 5.246 -1.763 -2.401
H: 3.502 -2.079 -2.298
H: 4.565 -2.269 -0.889
H: 4.242 1.627 -2.349
H: 3.362 0.390 -3.265
H: 5.139 0.365 -3.181
H: 3.282 -2.768 0.783
H: 3.289 -2.143 2.440
H: 4.533 -1.626 1.337
H: 0.850 -1.900 0.711
H: 0.605 -0.204 1.148
H: 1.138 -1.338 2.374
H: 3.670 3.184 -0.236
H: 4.056 3.174 1.497
H: 2.464 2.663 0.955
H: 5.812 1.729 -0.416
H: 5.839 0.215 0.500
H: 5.862 1.741 1.355
O: 2.935 5.684 3.185
P: 2.024 6.748 3.769
N: 1.839 6.110 5.368
C: 1.268 4.787 5.578
C: 3.072 6.241 6.135
N: 0.682 6.514 2.719
C: -0.582 5.934 3.109
C: 1.013 6.110 1.357
N: 1.314 8.319 4.274
C: 2.196 9.456 3.967
C: 0.654 8.550 5.547
H: 1.208 4.581 6.649
H: 1.854 3.992 5.103
H: 0.244 4.732 5.215
H: 3.430 7.278 6.105
H: 3.869 5.598 5.744
H: 2.901 5.994 7.184
H: -0.524 4.840 3.193
H: -1.350 6.170 2.367
H: -0.948 6.343 4.052
H: 1.202 5.030 1.278
H: 1.900 6.631 1.002
H: 0.197 6.370 0.679
H: 3.059 9.500 4.642
H: 1.654 10.401 4.034
H: 2.573 9.372 2.942
H: 1.351 8.621 6.391
H: -0.077 7.779 5.773
H: 0.106 9.495 5.483

Results
Orbital gap   0.284 Ha
Lowest unoccupied orbital energy   -0.3 eV
Energy   -83946.494 eV
Total charge   0
HOMO level   -8.0 eV

3.
Computed, not measured: 8 unconnected molecules or ions with the total composition C23H54N2O22S4, with ωB97M-V with the def2-TZVPD basis set.

Positions of all 105 atoms, in Å:
C: -1.063 2.576 -1.622
N: -0.748 1.164 -2.098
C: -0.876 1.094 -3.654
C: 0.697 0.926 -1.819
C: -1.439 0.048 -1.414
C: -1.415 -0.025 0.147
O: -1.956 -1.341 0.393
H: -0.457 3.305 -2.098
H: -1.110 2.684 -0.528
H: -1.941 2.874 -1.913
H: -1.796 0.859 -3.699
H: -0.510 0.190 -3.933
H: -0.617 1.831 -4.386
H: 1.150 -0.098 -2.020
H: 1.077 1.115 -0.778
H: 1.328 1.646 -2.114
H: -0.988 -0.698 -1.933
H: -2.456 -0.252 -1.767
H: -2.143 0.499 0.565
H: -0.559 0.016 0.597
H: -2.061 -1.617 1.402
N: -4.262 -3.435 3.099
O: -4.241 -2.917 4.176
O: -4.961 -4.372 2.834
O: -3.436 -2.959 2.209
O: 1.522 4.379 -3.963
S: 1.429 5.752 -3.613
O: 0.674 6.003 -2.475
O: 2.853 6.264 -3.136
C: 4.049 5.502 -3.590
C: 5.223 6.461 -3.275
C: 0.888 6.590 -5.092
H: 4.149 5.357 -4.658
H: 4.139 4.576 -3.179
H: 5.194 7.425 -3.726
H: 5.924 5.736 -3.338
H: 5.361 6.601 -2.250
H: -0.072 6.419 -5.390
H: 1.758 6.228 -5.852
H: 1.152 7.645 -4.812
O: 1.321 -4.537 5.624
S: 0.687 -4.708 4.262
O: 1.571 -5.042 3.118
O: -0.378 -5.996 4.476
C: 0.311 -7.161 4.855
C: -0.841 -8.209 5.137
C: -0.405 -3.327 3.933
H: 1.077 -7.146 5.523
H: 0.637 -7.524 3.866
H: -1.272 -8.136 4.239
H: -1.735 -8.115 5.887
H: -0.345 -9.087 5.268
H: -0.763 -3.291 2.948
H: 0.165 -2.551 4.046
H: -1.133 -3.065 4.599
O: 3.341 -3.406 0.623
S: 2.711 -2.353 1.334
O: 1.264 -2.214 1.452
O: 3.224 -2.489 2.938
C: 4.411 -3.249 2.956
C: 4.639 -3.364 4.551
C: 3.201 -0.800 0.738
H: 5.170 -2.726 2.533
H: 4.414 -4.077 2.452
H: 3.758 -3.757 4.936
H: 4.712 -2.365 5.120
H: 5.336 -4.154 4.630
H: 2.783 -0.429 -0.134
H: 4.153 -0.904 0.230
H: 3.396 0.072 1.444
O: -0.556 4.279 1.735
S: 0.027 3.091 2.283
O: -0.779 1.924 2.392
O: 1.352 2.712 1.381
C: 2.167 3.858 1.001
C: 3.396 3.346 0.245
C: 0.597 3.386 3.907
H: 2.507 4.424 1.721
H: 1.510 4.401 0.373
H: 3.128 3.108 -0.737
H: 3.802 2.658 0.667
H: 4.062 4.153 -0.009
H: 1.433 2.722 4.213
H: -0.122 3.414 4.656
H: 0.976 4.319 3.804
C: -3.867 -3.074 -5.482
C: -4.267 -1.895 -4.598
O: -3.124 -1.451 -3.969
C: -2.085 -2.221 -4.308
O: -1.055 -2.204 -3.873
O: -2.523 -3.195 -5.140
H: -3.994 -2.782 -6.461
H: -4.724 -3.885 -5.309
H: -5.036 -2.248 -3.904
H: -4.655 -1.003 -5.154
C: -5.482 0.026 0.511
C: -5.431 -0.627 -0.863
O: -5.304 0.397 -1.725
C: -5.112 1.527 -0.989
O: -4.692 2.525 -1.597
O: -5.210 1.331 0.200
H: -4.741 -0.557 1.147
H: -6.423 0.151 0.998
H: -6.156 -1.405 -1.213
H: -4.438 -1.197 -0.818

Results
Orbital gap   0.232 Ha
Lowest unoccupied orbital energy   -0.4 eV
Energy relative to the best compared isomer or geometry (same formula, charge and spin)   0.9645 eV
Energy   -116072.373 eV
Total charge   0
HOMO level   -6.7 eV

4.
Computed, not measured: a molecular structure, C23H55LiN8O8, with ωB97M-V with the def2-TZVPD basis set.

Positions of all 95 atoms, in Å:
Li: -3.275 3.155 3.689
C: 0.945 0.426 -0.249
C: 0.076 1.056 0.779
O: -0.890 0.365 1.224
O: 0.246 2.220 1.114
H: 1.418 -0.465 0.164
H: 1.847 1.005 -0.442
H: 0.576 0.328 -1.270
C: -0.940 9.285 -0.090
O: -1.363 10.320 -0.485
N: -1.159 8.146 -0.660
N: -0.319 9.071 1.019
H: -0.872 7.357 -0.098
H: -1.703 8.099 -1.509
H: -0.260 9.913 1.574
H: -0.067 8.147 1.340
C: -2.589 -6.179 -0.568
O: -2.271 -7.273 -0.900
N: -3.274 -5.720 0.503
N: -2.263 -5.160 -1.207
H: -3.387 -4.717 0.556
H: -3.608 -6.420 1.149
H: -2.038 -5.179 -2.192
H: -2.200 -4.287 -0.703
C: 1.911 -0.443 7.060
O: 2.508 -0.880 8.006
N: 0.927 -1.091 6.530
N: 2.138 0.700 6.479
H: 0.585 -0.898 5.600
H: 0.626 -2.000 6.850
H: 1.713 0.999 5.613
H: 2.795 1.264 6.998
C: -6.195 9.133 -5.047
C: -5.891 7.887 -6.031
C: -4.586 8.246 -6.822
C: -4.117 7.082 -7.716
C: -3.826 5.841 -6.838
C: -5.116 5.473 -6.033
N: -5.695 6.597 -5.350
O: -6.627 6.320 -4.360
C: -6.106 4.729 -6.876
C: -4.560 4.463 -4.868
C: -7.147 7.799 -6.946
H: -7.066 8.957 -4.417
H: -6.556 10.000 -5.601
H: -5.376 9.396 -4.378
H: -4.677 9.148 -7.427
H: -3.822 8.369 -6.054
H: -3.215 7.366 -8.257
H: -4.867 6.740 -8.429
H: -2.964 5.924 -6.175
H: -3.428 5.002 -7.410
H: -7.110 4.746 -6.451
H: -6.226 5.159 -7.870
H: -5.998 3.654 -7.019
H: -4.617 3.452 -5.272
H: -3.543 4.590 -4.494
H: -5.077 4.580 -3.916
H: -8.074 7.767 -6.373
H: -7.230 6.885 -7.533
H: -7.197 8.669 -7.601
H: -6.109 6.276 -3.553
C: 4.436 -6.779 3.049
C: 5.896 -6.993 2.618
C: 6.727 -6.009 3.485
C: 6.870 -6.462 4.915
C: 7.394 -7.818 4.986
C: 6.628 -8.928 4.162
N: 6.259 -8.420 2.812
O: 5.630 -9.371 2.095
C: 7.614 -10.135 3.964
C: 5.376 -9.324 5.026
C: 6.071 -6.606 1.177
H: 3.777 -7.459 2.510
H: 3.887 -5.881 2.766
H: 4.300 -7.071 4.090
H: 7.732 -6.043 3.063
H: 6.407 -4.968 3.448
H: 5.951 -6.494 5.500
H: 7.608 -5.832 5.411
H: 7.465 -8.078 6.043
H: 8.455 -7.825 4.737
H: 7.160 -11.041 3.563
H: 8.361 -9.833 3.229
H: 8.146 -10.302 4.901
H: 5.315 -10.326 5.452
H: 5.191 -8.622 5.838
H: 4.531 -9.253 4.342
H: 5.919 -5.527 1.197
H: 5.472 -7.152 0.448
H: 7.145 -6.770 1.091
H: 6.266 -9.638 1.427
O: -3.732 1.392 6.994
H: -3.166 0.620 6.983
H: -3.905 1.550 7.922

Results
Orbital gap   0.148 Ha
Lowest unoccupied orbital energy   -3.1 eV
Energy relative to the best compared isomer or geometry (same formula, charge and spin)   0.0000 eV
Energy   -53242.777 eV
Total charge   0
HOMO level   -7.1 eV